DFT (wB97M-V/def2-TZVPD) results for a gas-phase ion, C5H15N3 (charge +2).

LUMO energy = -6.29 eV
Gap between HOMO and LUMO = 10.21 eV
Energy = -9881.826 eV
SMILES = C[C@@H]([NH3+])C/C(N)=C/[NH3+]
ΔE to the lowest compared entry with this formula, charge and spin = 167.3 kJ/mol
Net charge = +2
HOMO level = -16.498 eV

CARTESIAN COORDINATES (ANGSTROEM)
C1 -2.1411 0.0432 0.8981
C2 -1.4772 0.2268 -0.4655
C3 -0.0712 0.7646 -0.2674
C4 1.0033 -0.1916 0.2482
C5 1.8631 -0.8590 -0.5358
N1 3.1687 -1.4124 -0.1505
N2 1.1855 -0.1013 1.6143
N3 -2.3040 1.2342 -1.2888
H1 -2.1962 -1.0096 1.1826
H2 -1.7106 0.6110 1.7208
H3 -3.1958 0.3325 0.9558
H4 -1.5249 -0.7004 -1.0263
H5 0.0206 1.7176 0.2641
H6 0.4328 1.1501 -1.1789
H7 1.7086 -0.8527 -1.6037
H8 3.6092 -1.0337 0.6889
H9 3.8132 -1.2899 -0.9187
H10 3.0292 -2.4018 0.0469
H11 0.4287 0.2667 2.1829
H12 1.7150 -0.8150 2.0949
H13 -2.0750 1.0482 -2.2713
H14 -1.9765 2.1640 -1.0371
H15 -3.3052 1.1086 -1.1536

Forces on atoms 1 to 6 (eV/Å):
C -1.02 -0.46 0.56
C -0.67 0.41 1.24
C 1.94 0.35 -2.20
C 0.43 0.34 2.19
C -0.70 1.13 -1.23
N -1.06 -0.60 0.76